Record 1
The following is a quantum chemistry calculation of an isolated molecule of C16H26ClNO6 at a distorted geometry, from OMol25.

Values from the calculation:
* HOMO-LUMO gap: 10.237 eV
* E_HOMO: -9.714 eV
* SMILES: CCN(CC[C@]1(C)OC(=O)O[C@@]1(COC(C)=O)C[C@H](C)Cl)C(C)=O
* electronic energy: -1591.70510 Ha
* largest force on an atom: 0.025 hartree/bohr

Positions of all 50 atoms, in Å:
C: 0.045 1.881 4.078
C: -1.255 1.518 3.334
N: -1.183 1.907 1.918
C: -0.251 1.085 1.136
C: -0.819 -0.274 0.727
C: 0.209 -1.328 0.334
C: -0.418 -2.716 0.496
O: 1.334 -1.272 1.252
C: 2.415 -1.778 0.624
O: 3.428 -2.116 1.161
O: 2.198 -1.842 -0.709
C: 0.935 -1.192 -1.027
C: 1.362 0.225 -1.435
O: 0.264 0.871 -2.061
C: 0.533 2.071 -2.690
C: 0.818 3.237 -1.792
O: 0.463 2.135 -3.885
C: 0.239 -1.874 -2.215
C: 0.709 -3.291 -2.543
C: 2.034 -3.331 -3.309
Cl: -0.587 -4.036 -3.575
C: -2.353 2.212 1.229
C: -3.620 2.478 2.004
O: -2.341 2.311 0.008
H: -0.178 2.228 5.086
H: 0.744 1.050 4.119
H: 0.514 2.720 3.558
H: -2.077 2.034 3.813
H: -1.403 0.436 3.409
H: 0.650 0.940 1.731
H: 0.023 1.657 0.260
H: -1.424 -0.682 1.540
H: -1.495 -0.142 -0.124
H: -0.680 -2.839 1.547
H: -1.310 -2.833 -0.116
H: 0.297 -3.501 0.253
H: 2.187 0.103 -2.143
H: 1.747 0.772 -0.569
H: 0.880 4.131 -2.408
H: 1.756 3.079 -1.257
H: 0.011 3.353 -1.069
H: 0.376 -1.272 -3.115
H: -0.833 -1.868 -2.018
H: 0.741 -3.933 -1.671
H: 2.608 -4.215 -3.031
H: 1.852 -3.343 -4.382
H: 2.643 -2.466 -3.050
H: -3.899 1.655 2.659
H: -4.401 2.697 1.282
H: -3.488 3.360 2.637

The Mulliken scheme yields these atomic charges, measured in e:
1 C -1.36
2 C -0.23
3 N 0.30
4 C -0.84
5 C -0.71
6 C 1.36
7 C -2.13
8 O -0.47
9 C 0.46
10 O -0.60
11 O -0.39
12 C 1.81
13 C -1.72
14 O -0.20
15 C 0.61
16 C -0.91
17 O -0.57
18 C -1.82
19 C 0.78
20 C -1.23
21 Cl -0.24
22 C 1.03
23 C -1.63
24 O -0.58
25 H 0.39
26 H 0.33
27 H 0.31
28 H 0.58
29 H 0.23
30 H 0.72
31 H -0.93
32 H 0.69
33 H 0.43
34 H 0.58
35 H 0.30
36 H 0.37
37 H 0.58
38 H 0.43
39 H 0.36
40 H 0.31
41 H 0.17
42 H 0.59
43 H 0.49
44 H 0.20
45 H 0.33
46 H 0.42
47 H 0.26
48 H 0.39
49 H 0.35
50 H 0.38

***

Record 2
The following is a quantum chemistry calculation of a structure of composition C16H26F3GaNO8S at a distorted geometry, from OMol25.

Values from the calculation:
* energy relative to the best compared isomer or geometry (same formula, charge and spin): 306.5 kJ/mol
* HOMO-LUMO gap: 8.233 eV
* E_HOMO: -6.046 eV
* charge: -1
* electronic energy: -3904.56498 Ha
* largest force on an atom: 0.157 hartree/bohr

Positions of all 56 atoms, in Å:
O: 3.028 2.559 -3.221
C: 3.804 3.290 -2.532
O: 5.218 3.231 -2.871
C: 3.285 4.204 -1.302
Ga: 3.725 3.084 0.418
C: 3.690 4.398 2.008
C: 5.140 4.772 2.599
C: 4.922 5.875 3.758
F: 6.177 6.449 4.206
F: 4.207 5.352 4.887
F: 4.143 7.005 3.293
C: 2.301 1.640 0.789
C: 1.210 1.447 -0.361
O: 0.644 2.366 -1.016
O: 0.768 0.095 -0.680
N: 5.526 2.335 0.065
C: 5.726 1.433 0.972
S: 6.514 0.579 2.204
H: 5.491 4.142 -3.141
H: 3.975 5.136 -1.238
H: 2.177 4.465 -1.389
H: 3.130 5.354 1.671
H: 3.096 3.898 2.869
H: 5.559 3.838 3.125
H: 5.882 5.139 1.800
H: 1.713 1.936 1.747
H: 2.772 0.612 0.986
H: 1.538 -0.512 -0.596
O: -3.230 -3.635 -2.019
C: -3.016 -2.637 -2.677
O: -1.755 -2.214 -2.871
C: -1.383 -1.149 -3.760
C: -1.548 0.203 -3.095
C: -4.153 -1.813 -3.212
H: -1.925 -1.224 -4.707
H: -0.329 -1.303 -3.997
H: -2.589 0.392 -2.819
H: -1.218 1.003 -3.760
H: -0.966 0.247 -2.172
H: -4.536 -1.176 -2.410
H: -4.942 -2.488 -3.547
H: -3.888 -1.197 -4.068
O: -5.794 -2.839 1.943
C: -5.456 -3.984 1.737
O: -6.107 -5.001 2.341
C: -5.896 -6.387 2.045
C: -4.701 -6.932 2.803
C: -4.259 -4.290 0.880
H: -5.823 -6.550 0.967
H: -6.797 -6.910 2.374
H: -3.778 -6.421 2.520
H: -4.577 -8.000 2.609
H: -4.830 -6.779 3.877
H: -3.353 -4.153 1.476
H: -4.249 -3.597 0.039
H: -4.264 -5.291 0.454

The Mulliken scheme yields these atomic charges, measured in e:
1 O -0.56
2 C 0.19
3 O -0.44
4 C -0.49
5 Ga 0.20
6 C -0.65
7 C -0.63
8 C 0.82
9 F -0.28
10 F -0.26
11 F -0.28
12 C -0.56
13 C 0.44
14 O -0.56
15 O -0.47
16 N -0.37
17 C 0.19
18 S -0.33
19 H 0.31
20 H 0.40
21 H 0.31
22 H 0.32
23 H 0.32
24 H 0.23
25 H 0.25
26 H 0.27
27 H 0.31
28 H 0.30
29 O -0.62
30 C 0.78
31 O -0.34
32 C -0.48
33 C -0.73
34 C -1.03
35 H 0.37
36 H 0.32
37 H 0.24
38 H 0.40
39 H 0.14
40 H 0.25
41 H 0.34
42 H 0.37
43 O -0.58
44 C 0.70
45 O -0.39
46 C -0.39
47 C -0.92
48 C -0.52
49 H 0.37
50 H 0.30
51 H 0.27
52 H 0.34
53 H 0.30
54 H 0.26
55 H -0.01
56 H 0.28

***

Record 3
The following is a quantum chemistry calculation of an isolated molecule of C16H26N2, from OMol25.

Values from the calculation:
* energy relative to the best compared isomer or geometry (same formula, charge and spin): 0.0 kJ/mol
* HOMO-LUMO gap: 8.391 eV
* E_HOMO: -7.460 eV
* SMILES: CCCN(Cc1ccc(N(C)C)cc1)CC1CC1
* electronic energy: -734.72578 Ha
* largest force on an atom: 0.007 hartree/bohr

Positions of all 44 atoms, in Å:
C: 0.199 -0.520 2.266
H: -0.328 -0.911 1.401
C: 0.669 0.899 1.977
C: -0.505 1.825 1.660
N: -1.233 1.432 0.467
C: -2.603 1.918 0.477
C: -3.425 1.209 1.532
C: -3.807 1.892 2.811
C: -4.845 1.626 1.765
H: -5.585 0.863 1.953
H: -5.223 2.467 1.203
H: -3.832 1.312 3.722
H: -3.493 2.915 2.958
H: -3.203 0.151 1.584
H: -2.661 3.012 0.632
H: -3.039 1.696 -0.502
C: -0.512 1.751 -0.758
C: 0.412 0.636 -1.172
C: 1.742 0.863 -1.495
C: 2.570 -0.170 -1.885
C: 2.101 -1.486 -1.955
C: 0.756 -1.707 -1.642
C: -0.067 -0.663 -1.267
H: -1.102 -0.856 -1.028
H: 0.342 -2.702 -1.678
N: 2.934 -2.503 -2.399
C: 2.375 -3.800 -2.694
H: 2.127 -4.377 -1.792
H: 3.110 -4.365 -3.268
H: 1.480 -3.687 -3.303
C: 4.302 -2.575 -1.942
H: 4.631 -1.617 -1.552
H: 4.411 -3.322 -1.144
H: 4.955 -2.860 -2.770
H: 3.590 0.056 -2.158
H: 2.141 1.868 -1.448
H: -1.242 1.897 -1.562
H: 0.058 2.690 -0.658
H: -0.132 2.864 1.571
H: -1.200 1.791 2.501
H: 1.192 1.300 2.849
H: 1.368 0.886 1.141
H: 1.047 -1.167 2.480
H: -0.474 -0.533 3.121

The Mulliken scheme yields these atomic charges, measured in e:
1 C -1.12
2 H 0.14
3 C -0.32
4 C -0.84
5 N 0.81
6 C -0.92
7 C -0.10
8 C -0.67
9 C -0.67
10 H 0.26
11 H 0.26
12 H 0.27
13 H 0.25
14 H 0.39
15 H 0.32
16 H 0.41
17 C -1.47
18 C 0.48
19 C -0.75
20 C -0.57
21 C 0.92
22 C -0.22
23 C -0.81
24 H 0.37
25 H 0.40
26 N -0.01
27 C -1.22
28 H 0.38
29 H 0.32
30 H 0.39
31 C -1.03
32 H 0.37
33 H 0.30
34 H 0.28
35 H 0.42
36 H 0.35
37 H 0.47
38 H 0.24
39 H 0.24
40 H 0.34
41 H 0.47
42 H 0.12
43 H 0.38
44 H 0.36

***

Record 4
The following is a quantum chemistry calculation of an isolated molecule of C16H26N2O2 at a distorted geometry, from OMol25.

Values from the calculation:
* energy relative to the best compared isomer or geometry (same formula, charge and spin): 287.3 kJ/mol
* HOMO-LUMO gap: 8.156 eV
* E_HOMO: -7.518 eV
* SMILES: CCCNC(=O)[C@@H](C)Nc1ccc(O[C@H](C)CC)cc1
* electronic energy: -885.19775 Ha
* largest force on an atom: 0.101 hartree/bohr

Positions of all 46 atoms, in Å:
O: -1.443 -3.219 -1.008
O: -0.244 3.423 1.951
C: -0.245 -2.984 -1.368
C: 0.690 1.914 0.312
C: -1.666 1.873 0.638
C: 0.592 0.834 -0.546
C: -1.810 0.748 -0.144
C: -0.387 2.445 0.960
C: -0.648 0.262 -0.755
N: 0.677 -3.932 -1.208
N: -0.847 -0.700 -1.738
C: 0.294 -1.962 -3.505
C: 2.157 -6.464 -0.802
C: -2.379 5.093 2.456
C: 1.051 5.196 2.640
C: 0.825 -4.552 0.078
C: 0.210 -1.701 -1.999
C: 0.805 -5.988 -0.245
C: -1.276 5.482 1.407
C: 0.080 4.803 1.561
H: 1.672 2.350 0.499
H: -2.555 2.181 1.157
H: 1.451 0.441 -1.130
H: -2.775 0.281 -0.244
H: 1.576 -3.607 -1.582
H: -1.777 -1.097 -1.812
H: 0.618 -3.044 -3.723
H: 1.225 -1.516 -3.958
H: -0.546 -1.729 -4.061
H: 2.085 -7.480 -1.245
H: 2.525 -5.733 -1.556
H: 2.877 -6.453 -0.006
H: -2.768 4.119 2.211
H: -1.944 5.047 3.489
H: -3.202 5.893 2.468
H: 1.283 6.246 2.706
H: 0.592 4.914 3.603
H: 1.986 4.606 2.510
H: 1.711 -4.166 0.567
H: -0.011 -4.254 0.747
H: 1.210 -1.456 -1.504
H: -0.016 -6.214 -0.875
H: 0.615 -6.665 0.563
H: -1.727 5.244 0.398
H: -1.145 6.554 1.487
H: 0.600 4.965 0.607

The Mulliken scheme yields these atomic charges, measured in e:
1 O -0.70
2 O -0.42
3 C -0.03
4 C -0.20
5 C -0.50
6 C -0.46
7 C -1.14
8 C 0.24
9 C 0.78
10 N -0.01
11 N -0.19
12 C -1.49
13 C -1.04
14 C -0.87
15 C -1.41
16 C -0.65
17 C 0.37
18 C -0.56
19 C -0.64
20 C 0.55
21 H 0.37
22 H 0.20
23 H 0.38
24 H 0.36
25 H 0.29
26 H 0.29
27 H 0.30
28 H 0.29
29 H 0.42
30 H 0.32
31 H 0.25
32 H 0.30
33 H 0.14
34 H 0.24
35 H 0.32
36 H 0.41
37 H 0.31
38 H 0.31
39 H 0.35
40 H 0.36
41 H 0.43
42 H 0.36
43 H 0.39
44 H 0.26
45 H 0.44
46 H 0.29